(1)
Here is a structure of composition C4H11N3O from the OMol25 dataset. Energies are from the ωB97M-V functional and the def2-TZVPD basis.

Results
F_max   0.1034 hartree/bohr
M   117.15 g/mol
HOMO-LUMO gap   7.40 eV
ΔE to the lowest compared entry with this formula, charge and spin   115.78 kcal/mol

```
19
Properties=species:S:1:pos:R:3:forces:R:3
C -1.33126 0.46825 0.31902 -0.2 -1.2 2.4
C 0.86811 0.36725 -1.12997 0.7 -0.2 2.0
C -2.17737 -0.36952 -0.56503 0.0 -0.2 -0.2
N -0.66423 0.02346 1.35852 -2.1 0.6 -1.2
C 1.05584 0.02485 0.64594 2.8 1.9 -4.1
N 1.69310 1.15773 1.16655 -0.3 -0.4 0.2
O 0.73230 -0.86252 -1.76175 0.0 -0.2 0.0
N 1.62765 -1.13673 0.76572 -0.9 -0.6 1.6
H 1.34386 -1.45607 -1.27192 -0.3 0.3 0.0
H -0.81231 -0.96629 1.54095 -0.1 -0.1 -0.3
H -1.30821 1.54024 0.15804 0.4 0.1 -0.2
H 1.95237 1.03002 2.13661 0.0 0.1 0.0
H 1.20403 2.02738 1.00861 0.0 -0.1 0.0
H 1.00298 -1.93457 0.82726 0.3 -0.1 -0.4
H 1.84936 0.82616 -1.30027 0.0 -0.1 -0.1
H 0.12150 1.05595 -1.52877 -0.3 -0.1 0.3
H -2.35580 0.12977 -1.51682 -0.1 -0.1 0.0
H -1.67029 -1.31984 -0.76473 0.0 0.2 0.0
H -3.13163 -0.60550 -0.08796 0.0 0.2 0.0
```
Forces are in eV/Å.

(2)
Here is a cluster of 2 separate species, C4H11N3O in total from the OMol25 dataset. Energies are from the ωB97M-V functional and the def2-TZVPD basis.

Results
F_max   0.0773 hartree/bohr
M   117.15 g/mol
HOMO-LUMO gap   9.59 eV
SMILES   C=CNN.CNC=O
ΔE to the lowest compared entry with this formula, charge and spin   85.27 kcal/mol

```
19
Properties=species:S:1:pos:R:3:forces:R:3
C 1.14705 1.48187 0.46011 -0.9 -1.0 0.3
C 1.13947 0.15135 0.67490 3.1 -0.2 -2.5
N 1.30445 -0.83957 -0.44619 -0.4 1.0 1.4
N 1.67635 -0.38158 -1.73006 -0.3 0.5 0.3
H 0.73898 1.91671 -0.43869 0.4 0.0 -0.4
H 1.32287 2.16513 1.27275 -0.2 0.0 0.3
H 1.53022 -0.24358 1.60460 -0.5 -0.1 0.2
H 1.88251 -1.63260 -0.18774 -0.1 0.4 0.2
H 0.79448 -0.17088 -2.20487 0.2 -0.1 -0.1
H 2.16262 0.51553 -1.63098 0.0 -0.3 0.0
C -1.90079 0.53639 0.88605 0.4 -0.3 -0.1
N -1.14870 -0.68615 0.65286 -0.6 -1.1 -1.5
C -0.95995 -1.18297 -0.70555 -2.5 1.1 1.9
O -1.17544 -0.46694 -1.67167 0.6 -0.5 0.5
H -1.80234 1.12918 -0.02188 -0.2 0.2 0.2
H -1.45780 1.04322 1.74495 0.0 0.3 -0.2
H -2.94991 0.34638 1.11220 -0.1 0.0 -0.2
H -1.27681 -1.39586 1.36204 0.1 -0.1 -0.3
H -1.02725 -2.28564 -0.73282 0.8 0.2 -0.2
```
Forces are in eV/Å.

(3)
Here is a cluster of 2 separate species, C4H11N3O in total from the OMol25 dataset. Energies are from the ωB97M-V functional and the def2-TZVPD basis.

Results
F_max   0.0338 hartree/bohr
M   117.15 g/mol
HOMO-LUMO gap   9.17 eV
SMILES   [H]/N=C(/C)NC.NC=O
ΔE to the lowest compared entry with this formula, charge and spin   17.53 kcal/mol

```
19
Properties=species:S:1:pos:R:3:forces:R:3
H 1.12774 2.11110 -1.46733 0.1 0.1 0.0
N 1.78454 1.34809 -1.30642 -0.4 -0.3 -0.1
C 1.13416 0.25362 -1.10127 0.5 1.0 -0.1
C 1.94347 -0.99726 -0.84941 -0.4 -0.2 -0.1
N -0.22680 0.14953 -1.05945 -0.5 -1.6 0.4
C -1.17281 1.23164 -1.12233 0.2 0.2 -0.1
H 2.83504 -0.99947 -1.48284 -0.2 0.1 0.2
H 1.35253 -1.89171 -1.06408 0.1 0.0 0.1
H 2.25375 -1.01599 0.19922 0.0 -0.1 -0.1
H -0.61948 -0.74546 -0.75342 0.5 0.6 -0.2
H -2.15977 0.88339 -0.80254 0.3 -0.1 -0.1
H -1.25768 1.60577 -2.14651 -0.1 0.2 0.1
H -0.88111 2.05470 -0.46239 0.0 0.1 -0.1
N -1.39964 -0.27813 2.66780 0.1 -0.1 0.0
C -0.64487 -1.05879 1.85265 -0.6 0.1 -0.3
O -1.11514 -1.75376 0.96368 0.3 0.2 0.7
H -0.98566 0.35967 3.33335 -0.1 -0.3 -0.2
H -2.40410 -0.28481 2.55134 0.2 0.0 0.0
H 0.43584 -0.97213 2.04996 -0.1 -0.1 0.0
```
Forces are in eV/Å.

> Number 1 is which compound?

C4H11N3O